A) Below is a 2-piece molecular cluster, C2H4FP overall, with properties calculated with ωB97M-V with the def2-TZVPD basis set.

Summary:
**Frontier orbital gap**: 10.0066 eV
**LUMO energy**: -0.3 eV

CARTESIAN COORDINATES (ANGSTROEM)
P (1.89, -0.83, -0.03)
F (0.53, 1.71, -0.19)
C (-1.07, -0.32, -0.03)
C (0.40, -0.18, -0.16)
H (-1.27, 0.63, 0.54)
H (2.57, 0.45, 0.03)
H (-1.74, -0.43, -0.93)
H (-1.32, -1.04, 0.77)



B) Below is a 2-piece molecular cluster, C2H4FP overall, with properties calculated with ωB97M-V with the def2-TZVPD basis set.

Summary:
**Frontier orbital gap**: 10.2145 eV
**LUMO energy**: 0.3 eV
**SMILES string**: CC#P.F

CARTESIAN COORDINATES (ANGSTROEM)
P (-1.34, -1.16, 0.16)
F (-3.03, 1.58, -0.05)
C (0.12, -0.56, 0.12)
C (1.50, -0.12, -0.05)
H (1.92, -1.19, -0.25)
H (-2.52, 0.87, 0.11)
H (1.77, 0.22, 0.88)
H (1.57, 0.37, -0.92)



Which of them is the least stable? Correct choice: A).



A) Below is C2H6N2S2 as an isolated structure, with properties calculated with ωB97M-V with the def2-TZVPD basis set.

Summary:
**Frontier orbital gap**: 7.0853 eV
**LUMO energy**: -0.9 eV

CARTESIAN COORDINATES (ANGSTROEM)
S (0.57, -1.79, -1.81)
S (-1.85, 2.00, -0.48)
N (0.37, 0.02, -1.19)
N (-1.08, 1.04, 0.63)
C (0.34, -0.78, 1.18)
C (-0.13, 0.20, 0.17)
H (0.42, 1.12, -1.96)
H (-0.57, -1.69, 1.52)
H (-2.53, 2.83, 0.45)
H (1.40, -1.11, 0.47)
H (0.77, 0.20, 2.15)
H (2.30, -2.04, -1.13)



B) Below is a 2-piece molecular cluster, C2H6N2S2 overall, with properties calculated with ωB97M-V with the def2-TZVPD basis set.

Summary:
**Frontier orbital gap**: 7.4381 eV
**LUMO energy**: -1.0 eV

CARTESIAN COORDINATES (ANGSTROEM)
S (-2.24, -0.21, -0.47)
S (0.64, -0.03, -1.28)
N (2.57, 0.54, 1.11)
N (-0.87, -0.35, 0.78)
C (1.18, 0.49, 1.32)
C (0.24, -0.06, 0.28)
H (0.86, 1.51, 1.70)
H (-1.00, -1.26, 1.87)
H (1.04, -0.35, 2.20)
H (-1.46, -1.01, -1.71)
H (2.94, -0.23, 0.63)
H (2.72, 1.21, 0.46)



C) Below is a single C2H6N2S2 molecule, with properties calculated with ωB97M-V with the def2-TZVPD basis set.

Summary:
**Frontier orbital gap**: 8.7672 eV
**LUMO energy**: 0.1 eV
**SMILES string**: CN(S)C(N)=S

CARTESIAN COORDINATES (ANGSTROEM)
S (-0.48, -0.85, -1.84)
S (0.08, 0.58, 2.34)
N (-1.98, 0.45, 0.55)
N (0.20, -0.15, -0.32)
C (-0.58, 0.35, 0.78)
C (1.61, -0.13, -0.22)
H (1.96, -1.02, 0.32)
H (-2.14, 1.38, 1.20)
H (-0.70, -2.07, -1.56)
H (2.23, -0.24, -1.27)
H (-2.23, 1.02, -0.54)
H (2.02, 0.68, 0.56)



Which of them is the least stable? Correct choice: A).



A) Below is C17H30BrCaN9O5S as an isolated structure, with properties calculated with ωB97M-V with the def2-TZVPD basis set.

Summary:
**Frontier orbital gap**: 5.0841 eV
**Net charge**: -2
**LUMO energy**: 4.3 eV

CARTESIAN COORDINATES (ANGSTROEM)
Br (0.31, -2.70, 1.99)
Ca (0.16, -0.65, -0.31)
S (0.98, 2.46, -0.56)
O (0.92, 3.23, -1.81)
O (1.42, 3.30, 0.58)
O (-1.55, -2.18, -0.73)
O (1.89, 1.28, -0.69)
O (-0.35, 1.84, -0.25)
N (-4.66, 0.92, -0.88)
N (2.31, -3.98, -3.67)
N (3.41, -2.72, -2.06)
N (2.70, -1.17, -0.45)
N (-2.56, 0.30, 0.02)
N (4.96, -1.24, -1.17)
N (-2.64, 1.35, -1.99)
N (0.74, -0.05, 2.17)
N (0.97, -2.76, -2.04)
C (0.75, -1.13, 2.93)
C (1.63, 2.64, 4.62)
C (1.04, -1.11, 4.29)
C (-3.23, -0.03, 1.25)
C (1.01, 1.14, 2.71)
C (-3.34, 1.83, -3.13)
C (-3.26, 0.81, -0.90)
C (-5.43, 1.71, -1.81)
C (1.33, 0.13, 4.84)
C (-4.54, -0.75, 0.91)
C (5.21, -0.02, -0.42)
C (-5.42, 0.20, 0.11)
C (2.04, -3.09, -2.52)
C (3.61, -1.70, -1.16)
C (1.32, 1.28, 4.06)
C (5.99, -2.25, -1.00)
C (-4.55, 2.62, -2.65)
H (2.90, -4.75, -3.37)
H (-6.17, 2.30, -1.25)
H (-1.65, 1.53, -1.85)
H (-2.67, 2.46, -3.72)
H (2.47, 3.08, 4.09)
H (-3.40, 0.86, 1.87)
H (-4.18, 3.44, -2.02)
H (5.15, -0.16, 0.67)
H (-6.01, 1.04, -2.47)
H (4.06, -2.67, -2.83)
H (1.86, 2.59, 5.68)
H (1.01, 1.98, 2.01)
H (-5.13, 3.04, -3.47)
H (1.56, 0.20, 5.90)
H (0.79, 3.32, 4.47)
H (-2.60, -0.71, 1.83)
H (5.92, -2.77, -0.03)
H (-5.91, 0.91, 0.79)
H (3.05, -0.39, 0.09)
H (1.04, -2.02, 4.87)
H (1.40, -4.37, -3.89)
H (-1.04, -2.68, -1.37)
H (-4.25, -1.61, 0.30)
H (6.97, -1.76, -1.05)
H (-5.08, -1.10, 1.80)
H (-3.68, 1.01, -3.79)
H (5.94, -3.00, -1.79)
H (-6.23, -0.35, -0.40)
H (4.50, 0.75, -0.71)
H (6.22, 0.32, -0.66)



B) Below is C17H30BrCaN9O5S as an isolated structure, with properties calculated with ωB97M-V with the def2-TZVPD basis set.

Summary:
**Frontier orbital gap**: 5.5108 eV
**Net charge**: -2
**LUMO energy**: 4.3 eV

CARTESIAN COORDINATES (ANGSTROEM)
Br (1.49, -0.56, -2.95)
Ca (0.03, 0.17, -0.15)
S (2.11, -2.16, 0.58)
O (2.83, -2.22, 1.86)
O (2.39, -3.34, -0.26)
O (-2.49, 1.02, -0.48)
O (2.46, -0.90, -0.17)
O (0.63, -2.01, 0.80)
N (3.68, 3.22, 1.72)
N (1.38, 3.46, 1.97)
N (-4.04, -3.20, 0.29)
N (-0.74, 4.30, 2.41)
N (-2.19, -1.80, 0.78)
N (2.16, 1.56, 0.91)
N (-0.58, 2.16, 1.32)
N (-0.69, 0.91, -2.68)
N (-3.53, -1.24, -0.97)
C (-3.22, -2.10, 0.07)
C (-3.31, 2.76, -4.63)
C (-3.63, -4.26, 1.19)
C (3.92, 3.63, 3.10)
C (4.77, 2.40, 1.21)
C (2.40, 2.67, 1.48)
C (-1.77, 1.64, -2.99)
C (0.08, 0.46, -3.66)
C (-4.65, -1.50, -1.82)
C (-2.08, 1.95, -4.31)
C (-0.06, 3.14, 1.82)
C (-0.14, 0.70, -5.00)
C (-1.25, 1.47, -5.31)
C (-5.32, -3.38, -0.36)
C (-2.02, -2.56, 2.00)
C (-2.21, -4.05, 1.70)
C (-5.81, -2.10, -1.03)
H (4.63, 2.21, 0.15)
H (1.57, 4.45, 1.94)
H (-4.39, -2.20, -2.63)
H (-1.72, 4.03, 2.42)
H (-2.74, -2.23, 2.77)
H (4.94, 4.01, 3.18)
H (-3.72, -5.23, 0.67)
H (-2.03, -4.69, 2.57)
H (3.80, 2.81, 3.81)
H (-2.31, 1.49, 0.36)
H (-6.67, -2.33, -1.67)
H (-4.94, -0.56, -2.29)
H (-6.12, -1.38, -0.27)
H (-3.43, 2.91, -5.70)
H (-1.01, -2.39, 2.37)
H (-3.26, 3.74, -4.15)
H (0.51, 0.29, -5.76)
H (5.71, 2.95, 1.35)
H (-5.26, -4.19, -1.11)
H (3.24, 4.43, 3.39)
H (-3.12, -0.23, -0.75)
H (-4.21, 2.27, -4.24)
H (-0.45, 4.38, 3.38)
H (4.86, 1.43, 1.72)
H (-4.33, -4.30, 2.04)
H (-1.48, 1.69, -6.35)
H (-2.35, 1.84, -2.07)
H (2.92, 0.95, 0.74)
H (-6.05, -3.72, 0.39)
H (-1.47, -4.31, 0.94)



Which of them is the least stable? Correct choice: A).